[1]
92
Properties=species:S:1:pos:R:3 method="wB97M-V/def2-TZVPD" spin_multiplicity=3 total_energy_ev=-100041.2445
C 1.6978 -0.5072 1.7722
N -0.7383 -1.8557 -1.6317
C -1.4733 3.5711 0.5818
H 2.8561 -2.9086 1.0428
C -2.2375 3.4963 5.2861
C 1.7985 -2.7210 -5.4702
C 1.4853 2.4536 0.2531
C -4.5321 -0.8949 -3.4255
H -3.1977 1.0695 -0.8931
C -2.6405 2.9111 -1.8407
C -2.0090 -1.3077 -3.5538
C -1.5463 -2.6212 0.3727
C 2.8109 -3.0115 -0.0517
C -3.8339 4.4641 3.7905
H 3.3593 -4.1214 -4.9690
C -2.4162 -2.7892 1.4612
H -4.0033 -1.6083 -0.8411
H 4.7248 -1.8891 0.1227
P -2.3792 1.1965 1.8387
O 2.1951 -0.8078 -1.4615
H 1.8095 4.2692 -2.5811
H -1.2580 1.7243 4.6162
H 5.2444 -0.0055 -1.5858
H 3.1865 0.7338 0.8570
H -3.0973 2.6464 -2.7820
N 4.2456 0.0853 -1.6193
H -4.0968 3.4548 1.9251
C -3.1398 -1.2092 -2.7419
Ti 1.0014 -2.1862 -0.8572
C 2.4228 -1.7245 3.7316
H -3.3795 5.2468 5.7361
H 0.4969 -1.9397 2.8346
C -1.9724 2.4957 4.3652
C 0.7792 2.3991 -2.4274
C 0.4114 -2.1231 -3.6054
C -2.6206 2.4836 3.1351
C -2.0515 -3.6157 2.4970
C -0.8274 -4.2979 2.4166
H -0.0183 1.6864 2.4311
H 4.3991 -1.2698 4.4272
C -3.5720 3.4683 2.8703
C -3.0829 -1.5716 -1.4033
C 1.8636 3.4880 -0.5874
C 3.6569 -1.0941 3.6648
C 3.4228 -0.9342 -1.2671
H 2.0664 -2.6503 -6.5134
H 2.4073 4.3315 -0.1839
C 0.7150 -2.0319 -4.9650
H 0.9487 -4.5956 1.2409
P 0.2333 -0.0853 0.7372
H -2.0284 4.8553 -2.4861
H -0.2158 0.5618 -1.9697
C -3.1687 4.4797 5.0052
N 1.2027 -2.8437 -2.7418
H -0.5206 -4.9669 3.2025
C 0.3955 1.3692 -1.5878
C 3.9786 -2.1772 -0.6309
H -4.5614 5.2289 3.5615
H -0.5836 0.0927 3.0159
H 3.8432 0.8676 -2.1109
C -2.0226 4.1378 -1.6788
H 1.7452 2.5055 1.3010
C 2.5405 -3.5280 -4.5979
C -1.4191 4.4602 -0.4722
C 0.7627 1.3715 -0.2441
H 4.9060 0.2331 2.5443
O -5.4511 -0.7375 -2.6282
C 3.9321 -0.2312 2.6184
H -1.0093 3.8344 1.5212
C -0.0036 -4.0788 1.3326
O -4.4715 -0.8795 -4.6529
C -0.8034 -1.6606 -2.9668
N -0.3041 -3.2349 0.3397
C -2.1379 2.3578 0.4411
C -1.8473 -1.9364 -0.8609
H -0.9197 5.4114 -0.3478
C -2.7017 2.0225 -0.7822
C 2.2124 -3.5538 -3.2610
C -0.5918 0.7905 2.1721
H -2.6946 -3.7491 3.3519
H 0.4843 2.3879 -3.4653
H -2.1334 -1.1539 -4.6129
C 2.9630 0.0579 1.6703
H 3.0185 -4.0773 -0.2351
C 1.4582 -1.4399 2.7861
H -1.7184 3.5098 6.2332
C 1.5240 3.4569 -1.9289
H 4.5203 -2.7373 -1.4058
H 2.2108 -2.4325 4.5203
H 2.7506 -4.1900 -2.5666
H -3.3539 -2.2583 1.4765
H 0.0983 -1.4233 -5.6088

=====

[2]
16
Properties=species:S:1:pos:R:3 method="wB97M-V/def2-TZVPD" spin_multiplicity=2 total_energy_ev=-20920.2735 total_charge=+1
O 3.7130 -1.9026 0.3020
C 2.9312 -1.0741 -0.0432
H -1.3841 1.4989 1.6309
O -1.4225 -0.0520 -2.1367
C 0.4043 0.1931 1.4753
H 0.3837 -0.7465 0.8588
H -1.6599 -0.2820 1.3726
H 0.9275 1.1605 1.2760
Na 1.2637 0.5104 -2.6433
O 1.3467 -0.3396 2.3289
H -2.0189 -0.7319 -2.4778
C -1.9444 0.5305 -1.0531
C -1.0320 0.5869 1.1381
O 2.5077 -0.6683 -1.0757
O -3.0818 0.4300 -0.6797
O -0.9342 0.8865 -0.2732

=====

[3]
114
Properties=species:S:1:pos:R:3 method="wB97M-V/def2-TZVPD" total_energy_ev=-139347.3447 smiles="CCOS(C)(=O)=O.CCOS(C)(=O)=O.CCOS(C)(=O)=O.CCOS(C)(=O)=O.CCOS(C)(=O)=O.CCOS(C)(=O)=O.Fc1ccccc1.Fc1ccccc1"
H 4.5705 -0.6557 3.3931
C 0.1795 -5.4721 -3.2302
O 4.6304 2.6114 3.0131
H 0.6464 -1.5537 -0.0828
C -0.6811 -2.0022 -5.6436
H 4.5256 -3.8109 0.4675
H 1.6029 8.3721 -1.5683
C -2.6612 1.2201 -3.3230
O 2.1595 10.5608 -0.4310
C -1.8499 1.6964 0.5233
H -1.0714 -2.5115 -4.6863
O 2.2675 8.2816 0.4017
H 2.3213 5.9713 -1.5249
C 4.8751 3.2471 0.4082
H -5.3036 -2.6368 -0.0063
H 4.1448 3.2403 5.4296
H -6.3931 -3.8916 -3.8438
C -5.6235 -3.6147 -0.3151
H 2.4522 3.6073 5.3502
H -4.2658 -4.4676 2.9823
H 2.9926 1.5673 3.8360
C 2.9440 -3.9296 2.0276
C 1.3444 7.8392 -0.6431
F -5.3201 -5.0910 5.2173
H 5.0638 10.2065 -0.7037
H 4.2170 8.9420 -1.5815
C -4.8220 -4.0038 -1.5558
C -4.7162 -3.9723 4.9635
H 5.1110 -2.3360 3.7684
H 0.6373 5.8596 -1.0758
O -0.6947 -0.0003 -4.0850
H -5.3912 -2.9951 6.7928
O 3.4007 9.9890 1.6471
O 0.0807 -4.1457 -1.2292
C -1.6666 0.5848 1.3347
C -0.3738 0.3188 1.8264
H -6.7109 -3.5790 -0.5289
H 5.1232 2.7841 -0.5144
H -1.5707 -1.5057 -6.0562
O 2.8385 -2.5758 2.3344
C 0.7144 1.0553 1.4044
O 1.2582 -1.3119 -4.0698
H 3.8257 3.5862 0.3904
H -0.9434 3.3023 -0.5690
H 0.9625 -1.3534 -1.8867
H 5.0933 8.6227 -0.0262
C 3.4952 -4.1185 0.6186
H 3.5645 -4.3847 2.8173
C -1.8469 0.7295 -4.5460
H -2.4813 0.0894 -5.1776
S 5.0814 1.9871 1.5846
O 2.4056 -2.9132 4.7697
O 0.8262 0.0804 -6.0505
H 1.9357 -4.2999 1.9932
H -0.1252 -2.6299 -6.3554
O -4.6657 -2.7305 -2.3136
C -6.1061 -3.0598 -4.4540
C 4.4668 -1.5173 4.0308
C -0.7811 2.5063 0.1019
S 0.3350 -0.8099 -5.0441
H -2.7728 -0.6463 4.2659
O 2.0182 -0.7358 3.6720
C 3.2418 2.5628 3.5354
S -4.3967 -2.8161 -3.8593
H 0.9037 -3.3560 -2.9725
S -0.8735 -2.8891 -1.2806
H -5.5036 -4.3563 0.4348
C 4.4424 9.3142 -0.5782
O -3.6947 -4.0670 -4.1722
H 3.5012 -5.1806 0.2946
H -6.0247 -3.2621 -5.5166
C -4.1570 -3.7390 3.7309
H -3.1736 0.2729 -3.0428
H -2.8378 1.8147 0.1141
H -5.3335 -4.7561 -2.1661
H 2.8162 -3.5192 -0.0597
O -3.7936 -1.6345 -4.3697
H 5.6519 3.9642 0.6393
H -4.2503 -0.9031 6.3291
H 0.6012 -5.4986 -4.2280
H -2.0433 1.7169 -2.5707
S 2.7942 -1.9646 3.7612
H 4.4454 -1.2928 5.1288
H 1.7243 5.9963 0.2269
H -2.9865 -2.3866 2.5291
O 6.4522 1.6791 1.6959
C 3.3104 3.5321 4.7374
H -3.7634 -4.3358 -1.4064
C -4.1362 -1.7556 5.6142
H 3.6284 4.5068 4.2982
O -1.5220 -2.7956 -2.5405
H -0.1472 -0.5803 2.4450
H -0.8820 -5.2384 -3.4344
H -0.4533 -0.5677 -1.0636
H 2.6019 2.7755 2.6719
S 3.0121 9.6466 0.2817
O -1.6610 -3.0372 -0.1065
H 1.8935 -4.5155 -2.0885
O 4.1599 0.7760 1.3160
H 0.3488 8.1567 -0.3748
H 1.7192 0.9323 1.8166
H -1.4572 1.5196 -5.0846
H -6.8465 -2.2351 -4.2281
C 0.2041 -1.4497 -1.1050
C 0.8554 -4.3066 -2.4055
C 1.5504 6.3567 -0.7973
F 1.5603 2.8067 0.1197
C -3.3871 -1.5546 4.4698
C 0.4657 2.1129 0.5411
H -3.4006 1.9368 -3.6809
H 0.3367 -6.4700 -2.8495
C -3.4602 -2.5254 3.5135
H -2.4952 -0.0423 1.6206
C -4.8131 -2.9452 5.8717

=====

[4]
24
Properties=species:S:1:pos:R:3 method="wB97M-V/def2-TZVPD" total_energy_ev=-13525.1443 smiles="CNC(C)=O.CNC(C)=O"
H -0.5944 -3.2955 -1.5548
C -0.3428 -2.2904 -1.2179
H 0.0415 2.7458 -2.6177
C -1.7498 1.0808 1.2293
H -1.2904 -1.7531 -1.0736
H 0.5782 3.5665 -1.1579
H 1.0853 1.8667 -1.4708
H 2.9220 -1.7174 1.5025
C 1.1974 -1.2602 0.3521
C 1.8996 -1.3754 1.6858
H -1.7788 1.4563 2.2502
C -0.9203 1.9900 -0.8976
C 0.2832 2.6028 -1.5728
H -1.7344 -0.0124 1.1722
H -2.7027 1.3601 0.7740
H 1.4007 -2.0789 2.3560
H 0.2135 1.3537 0.6406
H 1.9526 -0.4098 2.1738
H 0.2443 -1.7566 -1.9522
O 1.3703 -0.3279 -0.4166
N -0.7116 1.7056 0.4364
N 0.3922 -2.3015 0.0439
O -2.0078 1.8622 -1.4234
H 0.2524 -3.0114 0.7386

=====

[5]
68
Properties=species:S:1:pos:R:3 method="wB97M-V/def2-TZVPD" total_energy_ev=-40215.2689 total_charge=+1 smiles="Cc1c([C@@H](c2ccccc2)[C@H](C(=O)c2ccccc2)[n+]2ccc(N(C)C)cc2)c2ccccc2n1C"
H -0.0597 3.7636 2.3932
C -4.5551 -0.8337 2.8530
H -2.8857 1.4494 4.7321
H -0.8059 -4.5353 0.1805
H 4.0487 -6.7699 -2.3019
C -0.9224 -1.6875 1.7996
C 1.2034 -2.0845 -0.7056
H 5.1819 -4.8157 -0.7005
H -1.0136 1.6064 1.5249
C -3.5013 -1.8746 -0.7030
H -4.2414 0.8077 -2.6490
C 2.0189 0.5552 2.6717
H -6.8997 -1.9239 -0.5885
H -5.5584 -1.1329 2.5466
C 0.0492 -4.0558 -0.2669
C -4.8076 -2.3435 -0.4574
C 0.3817 -0.9763 2.1060
C 2.5682 1.7367 3.1560
H 0.8281 -3.6428 2.7044
H -6.5550 0.1305 -1.9904
H 3.5921 -1.7163 4.3795
C 2.2718 -2.7834 -1.1950
C 1.8019 2.9043 3.0345
C -2.1490 -1.0742 2.5502
O -2.5946 -3.7642 0.3260
N 2.4862 -0.7380 2.8849
C -5.9010 -1.5921 -0.8711
H 4.2712 -0.1706 3.7896
C 2.2272 -4.2066 -1.2594
H 4.4012 -1.6491 2.7909
H -5.2350 0.8224 4.0838
C -5.6959 -0.4416 -1.6456
H 3.5429 1.7325 3.6415
C 1.5242 -1.6449 2.5474
C 0.6956 0.4431 2.1449
H 5.1791 -4.9099 -2.4728
H -4.9529 -3.2596 0.1228
H 4.6947 -3.3954 -1.6598
H -2.2749 -0.4143 -1.7160
C 4.6551 -4.4835 -1.6087
C 3.7591 -1.0892 3.4907
N 3.2903 -4.9691 -1.6290
H 3.1369 -2.2282 -1.5481
H -0.9823 0.1346 3.9191
C 0.5228 2.8401 2.4559
H 2.2628 -6.6873 -2.2959
C -4.3718 0.2668 3.6930
C 1.0266 -4.8174 -0.8500
H 2.2002 3.8533 3.3955
H -0.8347 -2.7256 2.1680
N 0.0467 -2.6924 -0.3126
C -4.4018 -0.0480 -1.9943
H -1.0677 -0.8883 -0.1742
C -2.3939 -2.5962 -0.0179
C -1.9740 -0.1017 3.5359
H 0.8473 -5.8881 -0.9185
C 3.1723 -6.4133 -1.7466
C -3.2949 -0.7383 -1.4996
C -1.0930 -1.8689 0.3143
H 2.3631 -3.3373 3.5472
H -3.6324 -2.5406 1.9754
C -3.0661 0.6108 4.0547
C -3.4505 -1.5620 2.4092
H 1.2362 -1.0007 -0.5825
H 2.3271 -3.4456 1.7657
C 1.7745 -3.0948 2.6516
C -0.0240 1.6321 1.9845
H 3.1518 -6.9111 -0.7619

=====

[6]
14
Properties=species:S:1:pos:R:3 method="wB97M-V/def2-TZVPD" total_energy_ev=-8834.2388
H 0.8538 -2.3178 0.2012
C -1.4005 0.1373 -0.6866
C 0.6314 0.9813 0.9369
H -2.4917 0.2067 -0.6746
O 1.0580 2.0935 1.1243
H -1.4729 -2.0412 -0.4324
C -0.8114 -1.1791 -0.3940
N -0.6509 1.1515 -0.8841
H -0.3097 0.6194 1.4143
C 0.4695 -1.3192 -0.0112
C 1.3789 -0.1478 0.2148
H -1.1402 2.0442 -0.8869
H 1.7631 0.2428 -0.7324
H 2.2316 -0.4168 0.8472

=====

[7]
19
Properties=species:S:1:pos:R:3 method="wB97M-V/def2-TZVPD" spin_multiplicity=2 total_energy_ev=-8460.1968 total_charge=-1
H 1.6879 2.0576 -1.1378
C 1.4185 -1.5345 -1.4274
C 0.8025 0.0057 0.5857
H -1.0559 -0.6016 1.4852
H -5.1728 1.3855 0.0273
C 0.8381 1.1282 1.3606
H 0.6309 -2.2357 -1.1353
H 0.8760 2.1199 0.8338
H 1.3387 -1.6012 -2.4897
H 2.3476 -2.1189 -1.1078
H -0.4529 -1.8590 0.3691
C 1.2908 -0.0851 -0.8320
H 0.3778 -1.9073 1.9199
H 0.3503 1.1325 2.4071
C 1.9971 0.9883 -1.2953
H 3.0393 1.0699 -1.6724
O -4.6785 0.6815 0.3354
C -0.1454 -1.1079 1.1569
H -3.7480 0.7377 0.5265

=====

[8]
51
Properties=species:S:1:pos:R:3 method="wB97M-V/def2-TZVPD" total_energy_ev=-32305.7536 smiles="CCCOC(=O)C[C@H]1C(=O)NCCN1Cc1cc(OC)cc(OC)c1"
H -0.8431 1.0007 -0.7270
C -6.0631 -0.9430 -1.3592
C -0.9925 0.7900 0.3352
H -0.0493 -1.7468 2.2620
C -3.2154 -0.0527 -0.4157
H -2.8434 1.9009 0.3401
H -6.5892 0.3926 0.2516
H -1.4371 0.1187 3.1305
H 2.3967 -2.6594 0.1024
N -0.5195 -0.5550 0.6335
H 1.2331 -0.5911 1.8260
H 5.8008 -3.8086 0.6194
O 5.0560 -2.0345 0.0834
H 0.3441 2.2903 2.9991
H -6.5520 -1.6769 -2.0018
C 0.2039 -1.2130 -0.4485
H 0.1620 -2.2884 -0.2470
H 1.1787 1.1766 -1.2889
C -7.0789 -0.3151 -0.4130
H 4.3247 -3.9236 -0.3700
H 5.3212 0.3805 -0.6247
H 0.1671 0.1552 3.8823
H 1.9630 3.2670 -0.8155
C 2.6614 -1.6606 -0.2081
H -2.8163 0.6152 1.5671
H 2.1687 2.8948 -2.5509
C 4.8190 -3.3738 0.4377
C 4.2949 0.0543 -0.6172
C -0.3056 1.8971 1.1267
H -7.8457 0.2115 -0.9753
H 4.2173 -3.4509 1.3500
H -7.5587 -1.0803 0.1933
O 3.6810 2.1942 -1.3110
H -0.3438 -1.0220 -1.3731
N -0.1379 1.6098 2.4313
O 0.0292 2.9563 0.6351
O -4.1842 -0.7343 0.1955
C -0.3701 0.2790 2.9410
H -4.2646 -2.1433 -1.3050
C 2.6911 3.1519 -1.6240
C -2.5203 0.8796 0.5548
C 3.2854 0.9387 -0.9810
H 3.2277 4.0888 -1.7642
O -2.9308 -0.1715 -1.5778
C 1.6496 -0.7827 -0.5770
C -4.9410 -1.6481 -0.6009
C 1.9622 0.5069 -0.9817
C 3.9897 -1.2486 -0.2452
H -5.6216 -0.1754 -1.9972
H -5.3448 -2.3753 0.1065
C 0.1421 -0.7253 1.9152